Density functional theory data (ωB97M-V/def2-TZVPD) for a structure of composition C25H25BF4N6OS2SeSn.

Element x y z (Å)
Sn1 0.438 0.293 -0.254
C1 0.742 -4.316 -0.725
C2 0.926 -2.886 -0.346
N1 0.055 -1.972 -0.553
N2 -1.153 -2.330 -1.104
C3 -1.872 -1.279 -1.382
O1 -1.492 -0.050 -1.220
C4 -3.258 -1.489 -1.879
C5 -3.967 -0.406 -2.393
C6 -5.273 -0.574 -2.827
C7 -5.877 -1.820 -2.745
C8 -5.171 -2.902 -2.234
C9 -3.865 -2.740 -1.804
C10 2.190 -2.453 0.297
C11 3.267 -3.304 0.478
C12 4.424 -2.798 1.052
C13 4.472 -1.466 1.422
C14 3.348 -0.684 1.205
N3 2.238 -1.174 0.674
H1 -0.259 -4.476 -1.109
H2 1.468 -4.577 -1.499
H3 0.919 -4.966 0.133
H4 -3.478 0.557 -2.459
H5 -5.818 0.268 -3.235
H6 -6.897 -1.951 -3.084
H7 -5.643 -3.875 -2.171
H8 -3.304 -3.571 -1.400
H9 3.215 -4.333 0.155
H10 5.283 -3.439 1.196
H11 5.359 -1.030 1.859
H12 3.338 0.372 1.452
S1 -0.928 -0.267 2.321
C15 -2.543 0.139 2.124
N4 -3.140 0.537 1.019
C16 -4.591 0.650 1.048
C17 -4.945 0.919 2.504
S2 -3.670 0.040 3.457
H13 -2.618 0.561 0.140
H14 -5.037 -0.283 0.691
H15 -4.908 1.463 0.398
H16 -5.930 0.540 2.765
H17 -4.890 1.981 2.739
C18 1.620 3.736 -1.493
N5 1.485 3.527 -0.064
C19 0.322 3.474 0.634
Se1 -1.387 3.669 0.013
N6 0.653 3.165 1.912
C20 2.021 2.988 2.043
C21 2.826 2.648 3.116
C22 4.189 2.546 2.869
C23 4.717 2.762 1.595
C24 3.905 3.098 0.521
C25 2.550 3.217 0.774
H18 0.623 3.787 -1.922
H19 2.168 2.899 -1.925
H20 2.148 4.670 -1.683
H21 -0.054 2.992 2.606
H22 2.413 2.471 4.100
H23 4.854 2.286 3.682
H24 5.782 2.658 1.437
H25 4.307 3.230 -0.473
F1 1.320 -0.203 -2.386
B1 2.789 -0.151 -2.518
F2 3.268 -1.434 -2.282
F3 3.107 0.327 -3.761
F4 3.217 0.726 -1.500

Cartesian forces, eV/Å:
0.07 -0.04 -0.05
0.03 0.00 -0.01
-0.07 -0.04 0.00
0.00 0.02 -0.02
-0.06 0.00 -0.01
0.08 0.04 0.04
-0.13 -0.07 0.04
0.01 -0.02 -0.01
0.02 -0.02 0.01
-0.01 0.01 0.00
-0.01 0.00 0.00
0.01 0.00 0.01
-0.01 0.01 0.01
-0.01 0.03 0.00
0.00 -0.02 -0.01
0.00 0.03 0.01
-0.01 -0.02 -0.01
-0.01 0.03 0.02
0.02 -0.01 -0.01
0.00 0.00 0.00
-0.01 0.00 0.00
0.00 0.00 0.01
0.00 0.01 0.00
0.00 0.00 0.00
0.00 0.00 0.00
0.00 0.00 0.00
0.01 0.00 0.00
0.00 0.00 0.01
0.00 0.00 -0.01
0.00 0.01 0.00
0.01 -0.01 0.00
0.01 -0.03 -0.03
0.01 0.01 -0.06
0.01 -0.07 0.01
0.02 0.01 -0.02
-0.04 0.01 0.00
-0.01 0.02 0.06
0.02 0.07 0.00
0.00 0.01 -0.01
-0.01 -0.01 0.00
0.01 -0.01 0.00
0.01 0.00 0.00
-0.05 -0.02 -0.02
-0.03 0.02 0.09
0.09 -0.03 -0.10
-0.01 0.03 0.01
-0.05 0.04 0.08
-0.01 -0.03 -0.04
0.00 0.01 0.04
-0.01 0.00 0.02
0.00 0.01 -0.01
0.03 -0.01 -0.01
0.01 -0.01 0.00
0.01 0.01 0.01
0.01 0.02 -0.01
0.01 0.01 -0.01
0.00 -0.02 0.00
0.00 -0.01 -0.01
0.00 0.00 0.00
0.01 0.00 0.00
0.00 0.01 0.00
0.03 -0.03 -0.02
0.04 -0.13 0.05
-0.05 0.04 0.00
-0.04 0.02 -0.05
0.03 0.11 0.07

- Lowest unoccupied orbital energy: -0.5 eV
- Electronic energy: -141723.27611 eV
- Total charge: 0

These are the natural (NBO) partial charges, in e, on atoms 1 to 2:
1. Sn 1.408
2. C -0.688

---

Density functional theory data (ωB97M-V/def2-TZVPD) for a structure of composition C25H25Br2N6PPdS.

Element x y z (Å)
Pd1 0.290 0.889 -0.552
S1 4.382 2.499 -0.942
C1 4.575 0.813 -0.897
C2 3.381 0.157 -0.787
C3 2.261 1.038 -0.811
C4 2.676 2.344 -0.912
C5 1.712 3.426 -0.934
C6 1.998 4.781 -1.029
C7 0.957 5.689 -1.031
C8 -0.350 5.227 -0.934
C9 -0.560 3.868 -0.837
N1 0.442 2.983 -0.838
H1 5.564 0.385 -0.939
H2 3.340 -0.921 -0.746
H3 3.025 5.111 -1.101
H4 1.159 6.749 -1.107
H5 -1.191 5.905 -0.937
H6 -1.561 3.465 -0.762
Br1 -6.423 1.050 0.544
C10 -4.586 0.992 0.238
C11 -4.089 0.946 -1.054
C12 -2.717 0.902 -1.210
N2 -1.855 0.900 -0.186
C13 -2.336 0.964 1.068
C14 -3.702 1.004 1.307
C15 -1.350 1.011 2.212
C16 -1.764 1.096 3.532
C17 -0.789 1.166 4.520
Br2 -1.295 1.283 6.314
C18 0.549 1.156 4.168
C19 0.860 1.066 2.820
N3 -0.065 0.987 1.867
H7 -4.744 0.954 -1.912
H8 -2.275 0.881 -2.199
H9 -4.089 1.059 2.311
H10 -2.805 1.121 3.813
H11 1.325 1.223 4.917
H12 1.892 1.066 2.484
C20 -0.128 -4.166 -2.142
N4 -0.948 -3.765 -0.895
C21 -0.183 -4.272 0.346
N5 1.133 -3.749 0.367
C22 1.859 -4.128 -0.848
N6 1.189 -3.651 -2.058
C23 1.244 -2.192 -2.200
P1 0.432 -1.350 -0.775
C24 -1.170 -2.281 -0.833
C25 1.172 -2.304 0.620
H13 -0.663 -3.780 -3.009
H14 -0.130 -5.256 -2.155
H15 -1.855 -4.235 -0.937
H16 -0.174 -5.358 0.262
H17 -0.760 -3.969 1.219
H18 1.936 -5.214 -0.888
H19 2.865 -3.712 -0.809
H20 0.752 -1.885 -3.125
H21 2.280 -1.864 -2.272
H22 -1.755 -1.985 -1.704
H23 -1.753 -2.060 0.062
H24 0.617 -2.071 1.532
H25 2.200 -1.986 0.785

Cartesian forces, eV/Å:
0.16 -0.52 -0.37
0.04 0.07 -0.27
0.02 -0.03 0.24
-0.07 0.08 -0.24
-0.06 -0.17 -0.01
0.01 0.08 0.15
0.02 -0.07 0.06
0.05 0.02 -0.03
-0.02 0.03 0.00
0.02 0.03 -0.02
0.01 -0.07 -0.03
-0.15 0.16 0.09
0.00 -0.01 0.05
0.04 -0.02 0.07
-0.01 0.00 -0.01
0.00 0.00 0.00
0.00 0.00 0.00
0.01 0.00 0.02
-0.11 0.00 0.02
0.06 0.00 0.19
0.14 0.00 -0.14
-0.03 0.00 -0.01
0.04 0.04 0.06
0.16 0.01 0.38
-0.11 0.01 -0.11
-0.34 -0.01 -0.43
0.12 0.01 0.10
-0.14 0.00 -0.07
-0.02 0.01 0.09
0.12 -0.01 -0.10
-0.08 0.01 0.04
0.12 0.04 0.26
0.01 0.00 -0.01
-0.01 0.00 -0.01
-0.03 0.00 0.00
0.00 -0.01 0.03
0.01 0.00 -0.01
0.01 -0.01 0.03
-0.04 0.02 0.04
0.00 0.02 -0.01
-0.03 0.01 -0.05
0.00 0.02 -0.04
0.01 0.02 0.01
-0.03 0.05 0.05
0.00 -0.02 -0.02
0.15 0.39 0.07
-0.06 -0.03 0.01
-0.07 -0.07 -0.03
0.01 0.00 -0.02
0.03 -0.01 -0.01
0.00 -0.01 0.01
0.01 -0.01 0.01
0.01 0.01 0.02
-0.01 -0.01 -0.01
0.01 -0.01 0.00
0.00 -0.01 -0.01
-0.01 -0.03 -0.04
0.01 0.00 -0.01
-0.02 0.00 -0.01
0.02 0.01 0.01
0.05 0.00 0.00

- Lowest unoccupied orbital energy: -5.6 eV
- Electronic energy: -198947.31825 eV
- Total charge: +2

These are the natural (NBO) partial charges, in e, on atoms 1 to 2:
1. Pd 0.605
2. S 0.530

---

Density functional theory data (ωB97M-V/def2-TZVPD) for a structure of composition C25H25ClN2O6TeV at a distorted geometry.

Element x y z (Å)
V1 -0.097 -0.410 -0.004
O1 -3.570 0.361 -1.830
C1 -2.650 0.535 -1.088
O2 -1.572 -0.279 -1.025
C2 -2.590 1.502 0.059
C3 -3.653 2.306 0.394
C4 -3.500 3.142 1.500
C5 -2.291 3.166 2.158
C6 -1.248 2.335 1.734
N1 -1.431 1.476 0.731
C7 0.159 2.499 2.339
O3 0.233 3.323 3.257
O4 1.062 1.904 1.711
H1 -4.564 2.263 -0.187
H2 -4.318 3.773 1.824
H3 -2.090 3.820 2.994
C8 -1.210 -1.728 2.536
N2 -1.134 -2.042 1.095
C9 -2.498 -2.307 0.595
C10 -0.296 -3.249 0.875
C11 0.357 -3.227 -0.482
C12 0.803 -4.399 -1.079
C13 1.494 -4.344 -2.282
C14 1.726 -3.119 -2.892
C15 1.263 -1.950 -2.300
C16 0.576 -1.993 -1.092
H4 -1.583 -2.591 3.095
H5 -1.891 -0.889 2.681
H6 -0.226 -1.448 2.902
H7 -2.933 -3.143 1.151
H8 -2.462 -2.546 -0.465
H9 -3.120 -1.426 0.737
H10 -0.911 -4.146 1.004
H11 0.473 -3.263 1.650
H12 0.616 -5.357 -0.605
H13 1.847 -5.257 -2.744
H14 2.264 -3.075 -3.830
H15 1.435 -1.002 -2.799
Cl1 7.041 -0.343 0.662
C17 5.314 -0.427 0.823
C18 4.752 -1.308 1.747
C19 3.383 -1.400 1.898
C20 2.547 -0.629 1.094
O5 1.229 -0.737 1.204
C21 3.117 0.256 0.165
C22 2.299 1.055 -0.699
O6 1.088 0.897 -0.892
C23 4.508 0.371 0.051
H16 5.407 -1.920 2.354
H17 2.947 -2.062 2.634
H18 2.787 1.862 -1.257
H19 4.940 1.073 -0.652
C24 -2.706 3.490 -3.385
Te1 -0.894 2.573 -2.774
C25 -0.352 4.101 -1.404
H20 -2.554 4.193 -4.198
H21 -3.129 3.998 -2.520
H22 -3.384 2.698 -3.696
H23 -1.260 4.446 -0.912
H24 0.141 4.927 -1.907
H25 0.311 3.669 -0.654

Cartesian forces, eV/Å:
-0.43 0.22 0.28
-0.10 0.24 -0.13
0.37 -0.72 0.80
-0.37 -0.03 -0.84
0.07 -0.05 -0.05
-0.03 0.12 0.08
-0.11 -0.04 -0.12
0.15 0.00 0.04
-0.25 -0.11 -0.02
0.05 -0.14 0.12
0.42 0.69 -0.34
-0.12 -0.32 0.18
-0.11 -0.25 0.08
0.02 -0.01 -0.02
0.01 0.01 -0.01
0.03 -0.01 -0.01
-0.04 0.02 -0.03
0.14 0.19 0.04
0.05 -0.02 -0.05
0.03 0.01 0.01
-0.02 -0.02 0.05
0.00 -0.02 -0.04
-0.02 0.01 0.01
0.00 -0.02 0.01
-0.05 0.06 -0.04
-0.05 0.12 0.08
-0.02 0.01 0.00
0.00 0.00 0.01
0.00 -0.02 0.01
0.00 0.00 0.01
-0.01 0.00 0.00
-0.01 -0.01 0.00
0.02 -0.01 0.06
0.03 0.04 -0.02
0.00 0.01 0.01
-0.01 0.00 0.00
-0.01 0.00 0.00
-0.01 0.00 0.01
-0.05 0.00 0.02
0.02 0.07 -0.06
-0.04 -0.06 0.10
0.18 0.05 -0.01
-0.52 0.03 -0.02
0.41 -0.22 0.11
0.10 0.12 -0.14
0.04 0.06 0.15
0.08 -0.17 -0.17
0.06 -0.06 0.09
0.00 0.01 0.01
-0.01 -0.02 -0.02
0.02 -0.02 0.00
-0.01 -0.01 -0.01
-0.12 0.08 -0.05
0.22 0.08 -0.29
0.02 0.05 0.11
-0.01 0.02 0.02
-0.02 0.00 -0.02
0.00 0.00 0.00
0.02 0.00 0.03
-0.02 0.01 0.01
-0.01 -0.02 0.00

- Lowest unoccupied orbital energy (alpha / beta): -1.4 / -1.3 eV
- Multiplicity: 2
- Electronic energy: -87100.07482 eV
- Total charge: 0

These are the natural (NBO) partial charges, in e, on atoms 1 to 2:
1. V 1.758
2. O -0.552

---

Density functional theory data (ωB97M-V/def2-TZVPD) for a structure of composition C25H25FeN10O6S2 at a distorted geometry.

Element x y z (Å)
Fe1 0.055 -0.323 -0.951
C1 -4.744 -3.479 -2.971
C2 -4.810 -2.043 -2.471
N1 -4.154 -1.847 -1.192
C3 -2.804 -1.806 -1.035
S1 -1.781 -1.474 -2.376
N2 -2.373 -2.027 0.193
N3 -1.012 -1.887 0.264
C4 -0.418 -2.456 1.251
C5 -1.112 -3.237 2.316
C6 1.057 -2.318 1.275
C7 1.818 -2.719 2.367
C8 3.190 -2.536 2.330
C9 3.761 -1.971 1.203
C10 2.929 -1.599 0.158
N4 1.609 -1.774 0.183
H1 -5.245 -3.573 -3.935
H2 -5.228 -4.162 -2.270
H3 -3.707 -3.790 -3.094
H4 -5.847 -1.721 -2.352
H5 -4.341 -1.371 -3.189
H6 -4.623 -2.210 -0.374
H7 -2.099 -3.533 1.973
H8 -1.236 -2.621 3.211
H9 -0.538 -4.119 2.595
H10 1.342 -3.142 3.238
H11 3.801 -2.827 3.175
H12 4.827 -1.808 1.128
H13 3.329 -1.133 -0.732
C11 -2.041 2.414 -3.935
C12 -1.414 1.784 -2.735
N5 -0.380 1.025 -2.766
N6 0.161 0.807 -4.004
C13 1.069 -0.130 -3.998
N7 1.671 -0.399 -5.184
S2 1.604 -1.034 -2.632
C14 -2.045 1.924 -1.409
C15 -2.982 2.922 -1.157
C16 -3.546 3.014 0.101
C17 -3.168 2.097 1.067
C18 -2.219 1.144 0.744
N8 -1.660 1.053 -0.462
H14 -1.781 1.842 -4.820
H15 -1.680 3.435 -4.082
H16 -3.124 2.448 -3.821
H17 1.271 0.011 -6.011
H18 2.218 -1.235 -5.271
H19 -3.249 3.617 -1.938
H20 -4.270 3.786 0.323
H21 -3.591 2.112 2.061
H22 -1.903 0.409 1.469
O1 1.551 1.147 -0.382
C19 1.337 1.024 0.854
O2 0.361 0.371 1.285
C20 2.331 1.595 1.821
C21 3.369 2.393 1.358
C22 4.301 2.853 2.270
C23 4.256 2.543 3.616
C24 3.212 1.738 4.026
C25 2.245 1.259 3.164
N9 3.140 1.358 5.455
O3 3.929 1.884 6.210
O4 2.356 0.482 5.756
N10 5.411 3.708 1.788
O5 5.455 3.935 0.599
O6 6.274 3.994 2.590
H23 3.445 2.637 0.309
H24 4.998 2.910 4.307
H25 1.444 0.627 3.517

Cartesian forces, eV/Å:
-0.49 -0.43 -0.26
0.00 -0.03 0.00
-0.04 0.09 -0.04
0.10 -0.12 0.11
-0.02 0.01 0.09
0.01 0.01 -0.10
0.19 0.13 -0.18
-0.06 -0.03 0.51
0.16 0.04 -0.27
-0.07 -0.06 -0.01
-0.25 -0.04 -0.06
-0.03 0.01 -0.05
0.04 0.00 0.01
-0.03 -0.02 0.00
-0.04 -0.06 -0.01
0.21 0.27 0.31
-0.01 0.00 -0.02
0.00 0.00 0.01
0.01 0.01 0.00
0.00 -0.02 -0.02
-0.02 -0.02 0.01
-0.04 0.03 -0.02
0.01 0.01 0.00
0.00 0.02 0.02
0.00 -0.01 -0.01
0.00 0.00 0.01
0.00 0.01 -0.01
0.02 0.00 0.00
0.00 0.04 -0.03
0.05 0.04 -0.04
0.06 -0.12 0.28
-0.09 0.04 -0.34
-0.04 0.07 0.31
0.14 0.07 -0.08
-0.02 0.04 0.02
0.07 -0.28 -0.18
0.17 0.12 -0.09
0.02 -0.10 0.01
0.01 -0.04 0.02
-0.03 0.01 -0.01
-0.09 -0.26 0.01
0.06 0.27 -0.04
0.00 0.00 0.02
0.01 0.01 0.01
-0.01 0.00 -0.02
0.01 0.00 0.00
-0.02 -0.01 0.01
0.00 0.02 -0.01
0.00 0.00 0.00
-0.01 0.01 0.01
0.03 0.06 -0.02
-0.13 0.10 0.04
-0.13 -0.06 -0.10
0.29 0.13 0.19
0.02 0.01 -0.04
-0.04 -0.01 0.09
-0.09 0.29 0.07
-0.09 0.03 -0.08
-0.10 0.07 0.17
0.04 0.05 -0.07
0.44 -0.44 -0.25
-0.15 0.14 0.10
-0.16 0.17 0.09
0.48 -1.05 -0.19
-0.17 0.38 0.02
-0.14 0.38 0.10
0.00 0.01 -0.01
-0.01 0.00 -0.01
-0.02 -0.01 0.01

- Lowest unoccupied orbital energy (alpha / beta): -0.9 / -0.9 eV
- Multiplicity: 6
- Electronic energy: -109571.21738 eV
- Total charge: 0

These are the natural (NBO) partial charges, in e, on atoms 1 to 2:
1. Fe 1.386
2. C -0.623